No. 1
{"formula": "C17H27FNO2P2V", "method": "ωB97M-V with the def2-TZVPD basis set", "homo_lumo_gap_ha": [0.2528, 0.2887], "charge": 1, "lumo_energy_ev": [-2.83, -3.00], "e_homo_ev": [-9.71, -10.86], "multiplicity": 4, "symbols": ["V", "P", "C", "C", "N", "C", "C", "C", "C", "C", "P", "H", "H", "H", "H", "H", "H", "H", "H", "O", "H", "H", "O", "H", "C", "H", "H", "H", "C", "H", "H", "H", "C", "H", "H", "H", "C", "H", "H", "H", "F", "C", "C", "C", "C", "C", "C", "H", "H", "H", "H"], "xyz": [[0.0224, 0.2276, 0.0073], [1.4599, 1.9117, -0.7895], [0.2765, 3.1044, -1.5542], [-1.1449, 2.4190, -1.6386], [-1.3974, 1.1676, -1.1624], [-2.6548, 0.6142, -1.1696], [-3.6642, 1.1682, -1.9548], [-3.3974, 2.3488, -2.5302], [-2.1967, 3.0264, -2.3428], [-2.8288, -0.7524, -0.5258], [-2.1729, -1.2035, 1.0902], [-1.9767, 4.0014, -2.6726], [-4.6316, 0.6555, -2.0417], [-4.1635, 2.9053, -3.0541], [-3.8813, -1.0611, -0.3355], [-2.4264, -1.6012, -1.1235], [0.3401, 4.0309, -0.9527], [0.5956, 3.4240, -2.6025], [-1.1625, 3.8605, 2.2268], [-1.1275, 4.8223, 2.1755], [-1.6818, 4.9730, 1.3638], [-1.2065, -0.2610, 2.0277], [-0.4247, 0.4313, 1.8572], [0.0822, 0.7786, 2.5824], [-3.3881, -0.7084, 2.3237], [-4.3889, -0.8366, 1.8700], [-3.2245, -1.2665, 3.2656], [-3.1417, 0.3649, 2.4569], [-1.6916, -2.9496, 1.2859], [-0.9945, -3.1826, 2.1313], [-2.6888, -3.4295, 1.4214], [-1.2282, -3.2501, 0.3176], [2.5375, 1.8213, -2.2036], [2.9261, 2.8379, -2.4527], [3.3680, 1.1157, -2.0414], [1.9118, 1.4574, -3.0452], [2.4562, 2.7885, 0.4912], [3.3189, 2.1474, 0.7396], [2.8035, 3.7588, 0.1104], [1.8283, 2.9308, 1.3835], [2.4367, -3.7521, -4.0593], [1.8791, -2.8738, -3.1716], [0.6228, -2.3693, -3.4896], [0.0457, -1.4886, -2.5592], [0.6955, -1.2407, -1.3534], [1.9852, -1.7268, -1.0861], [2.5706, -2.6018, -1.9995], [0.1276, -2.6495, -4.4287], [-0.8907, -0.9417, -2.7563], [2.5012, -1.3791, -0.1750], [3.5439, -3.0733, -1.8304]], "forces_ev_per_angstrom": [[0.15, -1.25, -1.85], [0.44, 0.62, 0.28], [-0.92, -0.21, -0.40], [-0.89, 0.16, -0.94], [-0.28, 0.32, 1.23], [1.18, -0.26, -0.82], [-0.26, -2.08, 1.50], [0.02, 3.04, -0.90], [1.16, -1.25, 1.09], [-1.19, -1.87, -0.20], [0.73, -1.04, 0.16], [-0.35, 1.05, -0.75], [0.49, 0.36, 0.02], [-0.13, -0.27, -0.25], [0.13, 0.77, -0.98], [-0.08, 0.77, -0.31], [-0.75, -0.36, -0.13], [-0.41, -0.62, 1.34], [0.12, -0.04, 0.31], [-0.88, -0.18, -1.54], [0.75, 0.17, 1.18], [1.50, 0.78, -0.21], [1.06, 1.87, 3.18], [0.35, 0.45, 0.84], [-0.42, 0.12, -0.30], [0.17, 0.10, 0.81], [-0.35, 0.36, -0.50], [-0.69, -0.49, 0.27], [-1.35, -0.58, -0.81], [-0.74, 0.61, -0.73], [1.03, -0.59, -0.04], [-0.30, -0.04, 0.74], [0.87, -0.29, -0.94], [-0.18, -0.77, 0.17], [-0.25, 0.29, -0.19], [0.51, 0.10, 0.38], [-0.28, 0.19, -0.41], [-0.34, 0.28, -0.07], [0.04, -0.22, 0.28], [0.32, 0.06, -0.23], [-0.14, 0.45, 0.45], [-0.25, -0.75, -0.46], [-0.17, 0.38, 0.05], [0.46, -0.65, -0.24], [-0.19, 1.60, 0.80], [-0.58, -0.39, -0.60], [0.49, 0.04, 0.14], [0.39, 0.14, 0.40], [0.35, -0.60, -0.21], [-0.03, -0.51, -0.41], [-0.32, 0.22, -0.17]]}



No. 2
{"formula": "C4H7N2", "method": "ωB97M-V with the def2-TZVPD basis set", "homo_lumo_gap_ha": 0.3172, "charge": 1, "lumo_energy_ev": -5.79, "e_homo_ev": -14.42, "multiplicity": 1, "symbols": ["C", "C", "C", "C", "N", "N", "H", "H", "H", "H", "H", "H", "H"], "xyz": [[0.3135, -1.6449, -1.7228], [-0.7079, -1.2187, -2.1012], [0.2289, -0.3914, 2.6242], [0.2745, 1.1533, -0.5559], [0.5218, 0.0931, 0.3162], [0.2516, 0.0188, 1.4703], [1.0873, -2.3902, -1.7406], [-1.6946, -0.7893, -2.2208], [1.0420, -0.1273, 3.4307], [-0.7035, -0.8833, 2.8462], [1.0904, 1.9673, -0.6635], [0.1870, 0.7428, -1.6063], [-0.6835, 1.6171, -0.3765]], "forces_ev_per_angstrom": [[3.06, -2.96, -0.11], [-4.24, 1.74, -0.61], [0.52, 0.14, 3.38], [-0.26, 2.42, -3.12], [0.98, -0.90, 1.73], [1.49, 0.81, -3.18], [0.27, 0.56, 0.49], [0.61, -0.21, -0.26], [-1.61, -0.49, -1.87], [-0.13, -0.37, 0.67], [-0.96, -1.52, 0.93], [0.45, 0.30, 1.47], [-0.19, 0.47, 0.49]]}



No. 3
{"formula": "C39H49F24O12PS", "method": "ωB97M-V with the def2-TZVPD basis set", "smiles": "COCCCCCCCCCCC[C@]1(CC(=O)c2ccccc2)OS(=O)(=O)O[C@]1(CC(=O)O)[PH2]=O.FC(F)C(F)(F)COC(F)(F)C(F)F.FC(F)C(F)(F)COC(F)(F)C(F)F.FC(F)C(F)(F)COC(F)(F)C(F)F", "homo_lumo_gap_ha": 0.2880, "lumo_energy_ev": -1.15, "e_homo_ev": -8.98, "multiplicity": 1, "symbols": ["C", "O", "C", "C", "C", "C", "C", "C", "C", "C", "C", "C", "C", "C", "C", "C", "O", "C", "C", "C", "C", "C", "C", "O", "S", "O", "O", "O", "C", "C", "C", "O", "O", "P", "O", "H", "H", "H", "H", "H", "H", "H", "H", "H", "H", "H", "H", "H", "H", "H", "H", "H", "H", "H", "H", "H", "H", "H", "H", "H", "H", "H", "H", "H", "H", "H", "H", "H", "H", "H", "H", "H", "C", "C", "C", "F", "F", "F", "F", "O", "C", "C", "F", "F", "F", "F", "H", "H", "H", "H", "C", "C", "C", "F", "F", "F", "F", "O", "C", "C", "F", "F", "F", "F", "H", "H", "H", "H", "C", "C", "C", "F", "F", "F", "F", "O", "C", "C", "F", "F", "F", "F", "H", "H", "H", "H"], "xyz": [[5.7369, 0.1732, 1.9574], [5.8731, 1.4838, 1.2437], [4.4967, 1.7525, 0.7666], [4.0016, 3.3084, 0.9825], [3.7358, 4.0652, -0.4617], [2.9746, 5.5115, -0.1854], [1.3689, 5.2484, 0.1514], [0.3470, 6.0804, -0.8264], [-1.2138, 5.5001, -0.7882], [-1.5648, 4.4830, -2.0314], [-0.2377, 3.7119, -2.6095], [-0.5524, 2.4002, -3.5446], [-1.6902, 1.3804, -2.9519], [-1.4119, 0.8227, -1.4361], [-2.8671, 0.0674, -1.1078], [-4.0608, 1.1105, -0.6881], [-4.8580, 1.7079, -1.6106], [-4.4352, 1.4827, 0.8937], [-4.1144, 2.9736, 1.5334], [-4.5080, 3.3380, 3.1088], [-5.2396, 2.1512, 4.0297], [-5.5699, 0.6752, 3.3686], [-5.1513, 0.3327, 1.8208], [-1.3277, 1.7569, -0.3005], [-0.7128, 0.8362, 1.0030], [0.3443, 1.5709, 1.8834], [-1.6864, 0.2779, 2.0689], [-0.2025, -0.6234, 0.2224], [-0.0666, -0.1417, -1.1931], [-0.1105, -1.6113, -1.9901], [1.3864, -2.1994, -2.3397], [1.9456, -2.0971, -3.5763], [2.2513, -2.8650, -1.3116], [1.6506, 0.7378, -1.0831], [2.4089, 0.8468, -2.4640], [6.7904, -0.2766, 2.2661], [5.1196, -0.6095, 1.3289], [5.0720, 0.4132, 2.9152], [4.4174, 1.5035, -0.3852], [3.7153, 1.0598, 1.3163], [2.9450, 3.2536, 1.5343], [4.8118, 3.8958, 1.6047], [4.7410, 4.2142, -1.0574], [3.0158, 3.4528, -1.1633], [3.1369, 6.2958, -1.0580], [3.4976, 5.9686, 0.7800], [1.1910, 5.6451, 1.2611], [1.1406, 4.0825, 0.2077], [0.2697, 7.1792, -0.3679], [0.7527, 6.2321, -1.9256], [-1.3281, 4.9942, 0.2786], [-1.9308, 6.4539, -0.7670], [-2.0945, 5.1029, -2.8998], [-2.4108, 3.7369, -1.6404], [0.4726, 3.3319, -1.7330], [0.4208, 4.4617, -3.2464], [-0.9951, 2.8271, -4.5679], [0.4488, 1.8423, -3.8643], [-2.7319, 1.8922, -3.1110], [-1.6871, 0.4266, -3.6700], [-3.1916, -0.4145, -2.1416], [-2.7543, -0.7828, -0.2930], [-3.5845, 3.8188, 0.9184], [-4.2679, 4.3896, 3.5674], [-5.5145, 2.3655, 5.1490], [-6.1091, -0.1412, 4.0134], [-5.3470, -0.7273, 1.3434], [-0.8351, -1.5917, -2.9198], [-0.5948, -2.3938, -1.2309], [2.9064, -2.1569, -0.9890], [2.4872, -0.1185, -0.2308], [1.5745, 2.0078, -0.3975], [-4.7685, -3.7205, 3.2378], [-4.2287, -4.6485, 2.1394], [-3.5087, -5.8908, 2.6490], [-2.4079, -5.5812, 3.3741], [-3.0772, -6.6538, 1.6081], [-3.4417, -3.9313, 1.2938], [-5.3026, -5.0540, 1.3900], [-3.9563, -2.5863, 3.5510], [-2.9253, -2.8186, 4.5092], [-1.5230, -2.5808, 3.9377], [-1.2639, -3.4132, 2.8958], [-0.5647, -2.8213, 4.8718], [-3.0753, -4.0550, 5.0409], [-3.1632, -1.9440, 5.5243], [-5.6986, -3.2864, 2.8483], [-5.0791, -4.2663, 4.1364], [-4.1678, -6.5109, 3.2620], [-1.4109, -1.5522, 3.5841], [-1.4400, -0.5671, -8.8793], [-0.0635, -0.5380, -9.5602], [1.1220, -0.5014, -8.6039], [1.1232, 0.6130, -7.8348], [2.2938, -0.4882, -9.2957], [-0.0216, 0.4967, -10.4415], [0.0350, -1.6746, -10.3201], [-2.1158, 0.6892, -8.7844], [-1.7746, 1.4827, -7.6490], [-1.1482, 2.8274, -8.0346], [0.0034, 2.6561, -8.7345], [-0.8252, 3.5532, -6.9310], [-0.9946, 0.7584, -6.8118], [-2.9427, 1.6928, -6.9832], [-2.0910, -1.1754, -9.5207], [-1.4260, -1.1014, -7.9221], [1.1346, -1.3772, -7.9499], [-1.8323, 3.4189, -8.6494], [2.5667, -4.2318, 5.9651], [3.6363, -3.2391, 6.4443], [4.8814, -3.1691, 5.5690], [5.5407, -4.3510, 5.5241], [5.7635, -2.2593, 6.0647], [3.9543, -3.5130, 7.7377], [3.0556, -1.9975, 6.4617], [2.5614, -5.5052, 6.6152], [3.4483, -6.4768, 6.0634], [4.5161, -6.9369, 7.0622], [5.2964, -5.9012, 7.4670], [5.3502, -7.8531, 6.5021], [3.9751, -6.0017, 4.9099], [2.6640, -7.5312, 5.7095], [1.5954, -3.7920, 6.2266], [2.5371, -4.3258, 4.8733], [4.6349, -2.8676, 4.5477], [4.0592, -7.3826, 7.9501]], "forces_ev_per_angstrom": [[-0.21, 0.08, 0.90], [-2.50, -2.10, 0.38], [-0.92, 0.67, -0.63], [-0.37, -0.36, -0.73], [-0.23, 0.64, 0.01], [0.41, -0.37, 0.68], [0.32, 0.55, 0.68], [-0.48, 0.88, 0.61], [0.68, 0.68, 0.37], [-0.64, 0.17, 0.24], [0.51, -0.59, 0.07], [-0.29, 0.71, -1.17], [1.52, 0.67, -0.99], [-2.23, -1.73, -0.74], [-0.25, -1.20, -0.82], [-4.01, 3.37, -2.64], [5.37, -3.89, 5.33], [-0.59, 0.35, 3.37], [-1.69, -2.38, 2.58], [-0.98, -4.64, -1.80], [1.07, -0.69, -4.17], [1.92, 2.94, -2.26], [0.91, 3.79, 1.42], [2.06, -1.66, 1.27], [-0.54, -0.88, 8.90], [-2.66, -1.90, -5.15], [2.09, 1.76, -4.95], [-0.85, 4.33, -0.44], [-1.07, -1.95, -0.19], [0.05, -0.82, 0.59], [4.38, 0.48, -6.39], [-4.42, -0.72, 8.36], [-1.75, 3.17, -1.16], [3.43, -0.04, -4.74], [-2.52, -0.11, 3.86], [-2.26, 1.23, -0.80], [1.45, 1.47, 0.97], [1.57, -0.77, -1.75], [0.35, 0.39, 2.10], [1.63, 1.35, -0.88], [2.43, 0.33, -0.91], [-1.80, -1.18, -1.17], [-1.93, -0.30, 1.30], [1.48, 0.92, 1.36], [-0.48, -1.81, 1.69], [-1.15, -0.82, -2.06], [0.20, -0.92, -2.38], [0.42, 2.43, -0.36], [0.34, -2.32, -1.02], [-0.81, -0.58, 2.26], [0.14, 0.77, -2.29], [1.41, -2.26, -0.26], [1.32, -1.34, 1.75], [1.95, 1.42, -0.92], [-1.65, 1.04, -1.66], [-1.43, -1.61, 1.32], [0.83, -1.05, 2.19], [-2.09, 1.14, 1.04], [1.88, -1.17, 0.99], [0.02, 1.90, 1.80], [0.44, 0.91, 2.35], [-0.31, 1.89, -1.51], [-1.17, -1.98, 1.12], [-0.52, -2.35, -1.08], [0.58, -0.49, -2.50], [1.25, 1.80, -1.41], [0.39, 2.42, 1.19], [2.06, 0.13, 1.64], [1.08, 1.89, -1.45], [-1.26, -1.45, -0.95], [-1.39, 0.60, -0.19], [-0.47, -0.98, -0.08], [-0.88, 0.68, 0.15], [-0.02, 0.86, -0.39], [0.61, -0.95, -0.18], [-0.34, -0.26, -0.44], [-0.28, 0.28, -0.03], [0.00, -0.31, 0.24], [0.22, -0.27, 0.44], [1.40, -1.08, 0.64], [-2.03, 0.08, 0.16], [0.73, 0.32, -0.57], [-0.25, 0.31, 0.27], [-0.43, -0.05, 0.19], [0.47, 0.70, 0.25], [0.55, -0.22, -0.54], [0.33, -0.05, -0.14], [0.31, -0.06, -0.25], [-0.13, 0.14, 0.01], [-0.26, 0.00, 0.10], [-0.98, -0.58, -0.26], [-0.53, 0.48, -0.73], [1.18, 0.02, 0.19], [0.18, -0.39, -0.38], [-0.39, -0.11, -0.13], [0.17, -0.21, 0.41], [0.15, 0.06, 0.57], [1.27, 0.88, 1.26], [-0.93, -1.94, -0.37], [0.62, 0.73, -0.46], [-0.66, -0.05, 0.21], [-0.32, -0.41, 0.01], [-0.48, 0.80, 0.15], [0.51, 0.42, -0.26], [0.24, 0.30, -0.05], [0.26, 0.26, -0.17], [-0.16, -0.04, -0.03], [-0.13, -0.21, 0.09], [-1.18, 0.06, -0.01], [-0.49, -0.29, 0.91], [1.01, 0.40, -0.16], [-0.07, 0.60, 0.07], [-0.36, 0.00, 0.07], [0.17, 0.04, -0.47], [0.31, -0.23, -0.46], [1.77, -0.60, -0.66], [-1.77, 1.03, -0.75], [0.77, -0.12, 0.64], [-0.51, -0.33, -0.12], [-0.50, 0.19, -0.19], [-0.03, -0.86, 0.41], [0.60, 0.13, 0.46], [0.33, -0.06, 0.16], [0.28, 0.03, 0.26], [-0.18, -0.03, 0.02], [-0.18, 0.05, -0.17]]}



No. 4
{"formula": "C4H10O3", "method": "ωB97M-V with the def2-TZVPD basis set", "homo_lumo_gap_ha": 0.2451, "charge": -2, "lumo_energy_ev": 7.02, "e_homo_ev": 0.35, "multiplicity": 1, "symbols": ["C", "O", "C", "C", "C", "O", "H", "H", "H", "H", "H", "H", "H", "H", "H", "H", "O"], "xyz": [[-1.7427, 1.5948, 1.6281], [-1.4201, 2.1685, 2.8248], [-0.2893, 1.0784, 1.0170], [-0.4237, 0.2389, -0.2842], [0.9020, -0.2135, -0.9163], [0.8320, -0.9410, -2.1438], [-2.1768, 2.4605, 0.9095], [-2.5580, 0.9059, 1.6830], [0.3312, 1.8959, 0.6666], [0.3355, 0.4806, 1.7007], [-1.0729, 0.7949, -1.0610], [-0.9920, -0.8275, -0.1455], [1.7528, 0.6005, -0.9440], [1.3365, -0.9624, -0.1846], [1.1002, -1.9016, -2.0665], [2.5017, -3.2407, -1.1283], [1.6837, -3.2772, -1.6931]], "forces_ev_per_angstrom": [[3.37, 3.30, 0.33], [-0.83, -0.22, 0.20], [-1.95, -1.39, -1.78], [-1.81, -1.75, -1.24], [2.11, -1.40, 0.59], [-1.03, 2.56, -0.21], [0.75, -1.41, 0.24], [-0.45, -1.53, -0.24], [-0.14, 0.78, 0.52], [-0.66, 0.36, 0.37], [0.96, -0.64, 1.03], [1.01, 2.51, -0.03], [-1.71, -0.82, -0.27], [-0.29, 0.74, -0.33], [0.74, -0.73, 1.01], [-1.24, 0.07, -0.86], [1.17, -0.42, 0.67]]}